Entry from OMol25: an isolated ion of composition C4H12N2 and charge -1 (the ωB97M-V functional and the def2-TZVPD basis).

Values from the calculation:
F_max = 0.0389 Eh/bohr
2S+1 = 2
total charge = -1
HOMO energy (spin up / spin down) = 0.05363 / -0.19344 Ha
energy relative to the best compared isomer or geometry (same formula, charge and spin) = 49.0 kJ/mol
calculated total energy = -269.034939 hartree

Each line ends with the natural charge from an NBO analysis.
CARTESIAN COORDINATES (ANGSTROEM)
C -0.66 1.61 -0.33  -0.36
C -0.86 0.39 0.59  -0.71
C -0.34 -1.00 0.17  -0.66
C 1.16 -1.09 -0.10  -0.26
N 1.96 -0.89 1.14  -0.88
N -0.69 1.16 -1.71  -0.90
H 0.37 1.89 -0.12  0.16
H -1.48 2.32 -0.16  0.16
H -1.94 0.19 0.74  0.18
H -0.49 0.59 1.60  0.18
H -0.54 -1.61 1.05  0.19
H -0.92 -1.43 -0.66  0.19
H 1.54 -0.37 -0.82  0.18
H 1.43 -2.08 -0.49  0.17
H 2.04 -1.71 1.70  0.33
H 1.49 -0.21 1.72  0.34
H -0.79 1.86 -2.41  0.34
H -1.28 0.38 -1.92  0.35


Entry from OMol25: a 2-piece molecular cluster, C6H7F2N3S overall (the ωB97M-V functional and the def2-TZVPD basis).

Values from the calculation:
F_max = 0.0198 Eh/bohr
total charge = 0
HOMO energy = -0.33971 Ha
calculated total energy = -994.927692 hartree

Each line ends with the natural charge from an NBO analysis.
CARTESIAN COORDINATES (ANGSTROEM)
S 4.34 -2.20 0.79  0.27
N 2.78 -2.82 0.75  -0.46
C 1.81 -2.00 0.67  0.40
N 1.91 -0.58 0.61  -0.44
C 0.69 -0.20 0.54  0.05
C -0.22 -1.37 0.55  0.01
N 0.47 -2.46 0.63  -0.37
H 4.92 -3.41 0.87  0.11
H 0.40 0.85 0.48  0.21
H -1.30 -1.36 0.50  0.20
C -0.39 1.93 -0.85  -0.38
C -1.56 1.40 -1.16  -0.28
C -2.81 1.67 -0.38  0.54
F -2.62 2.66 0.53  -0.34
F -3.80 2.06 -1.23  -0.34
H -0.28 2.61 0.00  0.22
H 0.51 1.72 -1.43  0.22
H -1.68 0.72 -2.00  0.22
H -3.18 0.78 0.16  0.13


Entry from OMol25: a 6-piece molecular cluster, C27H23ClF40O8S overall (the ωB97M-V functional and the def2-TZVPD basis).

Values from the calculation:
F_max = 0.0592 Eh/bohr
total charge = 0
HOMO energy = -0.31108 Ha
calculated total energy = -6497.345338 hartree

Each line ends with the Mulliken charge.
CARTESIAN COORDINATES (ANGSTROEM)
C -8.25 -0.98 2.27  -0.60
C -7.87 0.03 1.35  -0.11
O -6.63 -0.18 0.68  -0.23
S -5.46 0.90 1.20  0.78
O -5.96 2.26 0.83  -0.57
O -5.37 0.86 2.93  -0.24
Cl -5.42 2.45 3.53  0.06
H -8.50 -1.97 1.82  0.25
H -8.28 -0.81 3.37  0.25
H -8.54 0.89 1.13  0.34
C -1.85 -2.43 -2.40  -0.83
C -2.68 -1.82 -1.25  0.96
C -2.67 -0.29 -1.10  -0.07
F -1.44 0.20 -0.86  -0.16
F -3.44 0.08 -0.05  -0.05
F -2.32 -2.41 -0.09  -0.27
F -3.98 -2.18 -1.47  -0.33
O -0.55 -2.97 -2.10  -0.39
C 0.54 -2.09 -2.07  0.74
C 1.17 -1.98 -0.69  0.17
F 0.29 -1.56 0.23  -0.18
F 2.19 -1.09 -0.70  -0.23
F 0.18 -0.91 -2.59  -0.30
F 1.45 -2.59 -2.93  -0.23
H -2.42 -3.31 -2.73  0.46
H -1.82 -1.78 -3.28  0.32
H -3.07 0.19 -2.00  0.28
H 1.56 -2.95 -0.36  0.23
C -2.39 4.91 3.07  -0.73
C -3.19 5.33 4.32  1.00
C -3.21 6.82 4.68  -0.01
F -1.99 7.30 4.96  -0.22
F -3.96 7.02 5.79  -0.27
F -2.79 4.58 5.37  -0.24
F -4.49 4.97 4.08  -0.36
O -1.07 4.36 3.25  -0.19
C 0.05 5.20 3.37  0.80
C 0.73 5.10 4.74  0.51
F -0.12 5.41 5.74  -0.22
F 1.77 5.97 4.82  -0.30
F -0.30 6.46 3.04  -0.30
F 0.92 4.80 2.42  -0.32
H -2.95 4.08 2.64  0.26
H -2.39 5.68 2.30  0.39
H -3.64 7.41 3.87  0.30
H 1.10 4.10 4.91  0.02
C 5.19 3.25 -3.08  -0.74
C 6.49 2.45 -2.82  0.91
C 7.15 1.75 -4.01  0.08
F 6.36 0.83 -4.58  -0.20
F 8.27 1.10 -3.61  -0.27
F 6.26 1.57 -1.82  -0.26
F 7.41 3.34 -2.34  -0.33
O 3.93 2.64 -2.77  -0.35
C 3.30 1.81 -3.71  0.59
C 3.18 0.36 -3.22  0.65
F 4.38 -0.18 -2.95  -0.27
F 2.61 -0.41 -4.18  -0.25
F 3.91 1.91 -4.90  -0.29
F 2.06 2.31 -3.88  -0.30
H 5.24 4.10 -2.39  0.40
H 5.19 3.71 -4.07  0.32
H 7.44 2.48 -4.78  0.27
H 2.57 0.31 -2.32  -0.01
C -0.78 0.72 7.25  -0.80
C -1.52 -0.63 7.40  0.90
C -0.72 -1.91 7.09  0.07
F -0.30 -1.97 5.82  -0.19
F -1.51 -2.99 7.28  -0.27
F -2.66 -0.59 6.68  -0.25
F -1.89 -0.72 8.71  -0.34
O -0.99 1.49 6.05  -0.23
C -0.22 1.23 4.91  0.62
C -1.07 0.73 3.73  0.66
F -1.72 -0.41 4.03  -0.24
F -0.27 0.46 2.67  -0.23
F 0.80 0.43 5.21  -0.31
F 0.33 2.42 4.56  -0.39
H -1.20 1.36 8.03  0.41
H 0.28 0.64 7.49  0.33
H 0.14 -2.00 7.75  0.26
H -1.81 1.48 3.44  -0.11
C 1.92 -4.48 -6.19  -0.78
C 0.88 -5.42 -5.52  0.91
C 1.38 -6.27 -4.34  0.26
F 2.35 -7.13 -4.69  -0.25
F 0.36 -7.03 -3.86  -0.28
F 0.30 -6.18 -6.47  -0.29
F -0.11 -4.62 -5.02  -0.28
O 2.53 -4.94 -7.40  -0.42
C 3.66 -5.77 -7.36  0.78
C 3.39 -7.16 -7.96  0.20
F 2.40 -7.79 -7.32  -0.22
F 4.50 -7.93 -7.86  -0.25
F 4.15 -5.83 -6.11  -0.28
F 4.61 -5.16 -8.10  -0.30
H 1.36 -3.60 -6.49  0.41
H 2.66 -4.11 -5.48  0.41
H 1.74 -5.64 -3.53  0.14
H 3.12 -7.07 -9.01  0.23


Entry from OMol25: a 2-piece molecular cluster, C4H9NO overall (the ωB97M-V functional and the def2-TZVPD basis).

Values from the calculation:
F_max = 0.0306 Eh/bohr
total charge = 0
HOMO energy = -0.34161 Ha
energy relative to the best compared isomer or geometry (same formula, charge and spin) = 216.3 kJ/mol
calculated total energy = -287.750053 hartree

Each line ends with the natural charge from an NBO analysis.
CARTESIAN COORDINATES (ANGSTROEM)
C -1.38 -0.10 -1.22  -0.04
N -0.56 0.60 -0.56  -0.45
C -0.13 0.22 0.72  0.13
C 0.22 1.19 1.55  -0.39
C -0.32 -1.21 1.20  -0.68
H -1.51 0.18 -2.26  0.19
H -1.88 -0.96 -0.78  0.16
H 0.32 2.16 1.10  0.22
H 0.41 0.87 2.57  0.20
H -0.06 -1.90 0.40  0.22
H 0.36 -1.37 2.03  0.23
H -1.32 -1.37 1.58  0.22
O 1.95 0.47 -2.49  -0.95
H 1.20 0.49 -1.87  0.48
H 2.71 0.71 -1.95  0.46


Question: The highest calculated total energy belongs to which entry?
Answer: C4H12N2


Question: Which formula does entry 1 have?
Answer: C4H12N2